The following is a DFT calculation (ωB97M-V with the def2-TZVPD basis set) of a structure of composition C27H19N5O2S2Tl in a non-equilibrium geometry.

Atoms and positions in Å:
Tl  -0.27781  -1.60585  -1.62718
S  -0.05911  0.17336  2.67806
S  -0.86630  2.57407  1.18570
O  -1.06657  -3.51881  2.54202
O  -4.02517  1.19529  -1.76436
N  -2.15037  -1.60433  -0.34627
N  -1.97491  0.49278  -2.42853
N  3.24868  1.88410  -0.27610
N  0.18096  -2.98939  0.70168
N  2.57138  4.21848  2.95985
C  1.80288  2.04736  1.85118
C  2.62268  1.89248  0.70553
C  1.06550  -3.78829  1.58668
C  1.33545  3.18717  -3.02915
C  0.29298  2.26646  -3.00831
C  -1.03674  2.67414  -3.25774
C  -3.46960  2.31091  -2.53111
C  4.91194  -1.83807  2.15488
C  -1.24820  3.99136  -3.61519
C  2.45685  -3.17207  1.75535
C  0.28603  -3.93732  2.89590
C  -3.02056  0.29421  -1.67642
C  -3.19532  -0.72964  -0.62323
C  1.12329  4.50089  -3.43100
C  -4.37073  -0.72326  0.09317
C  -4.44138  -1.55573  1.18443
C  4.45546  -2.77983  3.07782
C  -2.21880  -2.25077  0.82825
C  -3.38205  -2.33473  1.62195
C  3.25122  -3.48984  2.84882
C  -0.19171  4.89636  -3.69244
C  4.16030  -1.60984  1.01156
C  2.25393  3.20530  2.52617
C  -1.00275  -2.94031  1.29472
C  2.92729  -2.26303  0.82300
C  0.34884  1.61953  1.85128
C  -2.22543  1.73026  -3.19849
H  0.61340  -3.26064  3.71708
H  -4.25964  2.65810  -3.21325
H  -5.39227  -1.61601  1.69727
H  1.21332  -4.78885  1.12671
H  5.07020  -2.98352  3.97882
H  5.85223  -1.28546  2.34197
H  -3.41857  -2.96964  2.52824
H  1.94836  5.22472  -3.50079
H  -5.15442  -0.04624  -0.24154
H  0.22359  -4.96462  3.31382
H  2.32960  -1.96144  -0.06757
H  2.95067  -4.23435  3.57722
H  -3.28795  3.11721  -1.78274
H  0.54635  1.27462  -2.64209
H  -2.46296  1.50924  -4.25373
H  2.32110  2.88789  -2.66297
H  -0.37407  5.91585  -4.04934
H  4.47619  -0.86754  0.27526
H  -2.26727  4.36729  -3.81483

* HOMO (spin up / spin down): -11.61 / -11.61 eV
* Kohn-Sham gap (spin up / spin down): 0.23030 / 0.19978 Ha
* charge: +1
* E: -66206.749 eV